# 1
{
  "formula": "C39H98N6O13",
  "method": "ωB97M-V/def2-TZVPD",
  "species": ["C", "O", "C", "C", "N", "C", "C", "O", "C", "H", "H", "H", "H", "H", "H", "H", "H", "H", "H", "H", "H", "H", "H", "H", "C", "O", "C", "C", "N", "C", "C", "O", "C", "H", "H", "H", "H", "H", "H", "H", "H", "H", "H", "H", "H", "H", "H", "H", "C", "O", "C", "C", "N", "C", "C", "O", "C", "H", "H", "H", "H", "H", "H", "H", "H", "H", "H", "H", "H", "H", "H", "H", "C", "O", "C", "C", "N", "C", "C", "O", "C", "H", "H", "H", "H", "H", "H", "H", "H", "H", "H", "H", "H", "H", "H", "H", "C", "O", "C", "C", "N", "C", "C", "O", "C", "H", "H", "H", "H", "H", "H", "H", "H", "H", "H", "H", "H", "H", "H", "H", "C", "O", "C", "C", "N", "C", "C", "O", "C", "H", "H", "H", "H", "H", "H", "H", "H", "H", "H", "H", "H", "H", "H", "H", "C", "C", "C", "O", "H", "H", "H", "H", "H", "H", "H", "H"],
  "xyz": [[-9.01, -3.42, 1.66], [-8.28, -3.16, 0.48], [-6.89, -3.15, 0.75], [-6.15, -2.50, -0.43], [-6.51, -1.08, -0.45], [-5.85, -0.46, -1.60], [-4.31, -0.47, -1.55], [-3.71, -1.61, -2.12], [-2.31, -1.47, -2.04], [-8.75, -4.40, 2.07], [-10.08, -3.32, 1.46], [-8.78, -2.74, 2.49], [-6.43, -4.14, 0.88], [-6.67, -2.54, 1.63], [-6.42, -3.10, -1.30], [-5.10, -2.76, -0.24], [-7.51, -1.02, -0.40], [-6.13, 0.59, -1.60], [-6.18, -0.84, -2.58], [-4.02, -0.46, -0.49], [-4.03, 0.49, -1.99], [-1.80, -2.07, -2.80], [-1.91, -1.74, -1.06], [-1.97, -0.46, -2.30], [11.26, -3.21, -1.33], [9.84, -3.28, -1.28], [9.41, -4.00, -0.13], [7.89, -4.04, -0.16], [7.36, -2.77, 0.33], [5.89, -2.67, 0.09], [5.07, -3.55, 1.06], [3.72, -3.34, 0.68], [2.81, -3.84, 1.64], [11.52, -2.48, -2.09], [11.64, -4.20, -1.60], [11.67, -2.94, -0.36], [9.69, -3.46, 0.77], [9.79, -5.02, -0.14], [7.58, -4.81, 0.55], [7.57, -4.36, -1.17], [7.67, -2.05, -0.32], [5.76, -3.07, -0.93], [5.51, -1.66, 0.17], [5.29, -3.19, 2.06], [5.36, -4.60, 0.92], [2.77, -4.93, 1.55], [1.80, -3.54, 1.36], [3.00, -3.60, 2.68], [4.20, 2.19, -4.45], [4.06, 2.85, -5.71], [3.03, 3.82, -5.68], [3.16, 4.61, -6.98], [2.20, 5.68, -7.18], [0.83, 5.11, -7.40], [-0.16, 5.88, -6.54], [-1.42, 5.22, -6.57], [-2.35, 5.86, -5.71], [5.19, 2.36, -4.02], [4.10, 1.12, -4.65], [3.46, 2.50, -3.71], [3.17, 4.54, -4.86], [2.10, 3.25, -5.62], [3.28, 3.94, -7.84], [4.16, 5.04, -6.91], [2.34, 6.17, -8.04], [0.74, 4.07, -7.09], [0.60, 5.19, -8.46], [-0.30, 6.89, -6.95], [0.27, 5.85, -5.54], [-1.90, 6.44, -4.90], [-2.95, 5.08, -5.24], [-3.04, 6.50, -6.26], [4.32, 1.30, 0.47], [3.27, 2.21, 0.21], [2.79, 2.75, 1.43], [2.03, 4.06, 1.23], [0.82, 4.00, 0.41], [-0.19, 3.08, 0.85], [-1.20, 2.89, -0.29], [-0.53, 2.50, -1.47], [-1.42, 2.61, -2.58], [3.95, 0.59, 1.21], [5.29, 1.73, 0.74], [4.54, 0.76, -0.45], [3.60, 2.99, 2.13], [2.16, 1.98, 1.90], [2.65, 4.82, 0.74], [1.75, 4.42, 2.22], [1.05, 3.82, -0.56], [-0.78, 3.54, 1.66], [0.10, 2.08, 1.19], [-1.68, 3.87, -0.46], [-2.06, 2.29, 0.02], [-2.04, 3.51, -2.58], [-2.16, 1.80, -2.50], [-0.85, 2.50, -3.49], [-4.62, -1.06, 3.56], [-4.55, -2.47, 3.83], [-3.85, -3.16, 2.81], [-2.37, -3.40, 3.12], [-1.45, -2.83, 2.13], [-1.17, -3.54, 0.90], [-0.63, -4.94, 1.06], [-1.56, -5.93, 1.54], [-2.56, -6.26, 0.62], [-4.90, -0.59, 4.50], [-5.35, -0.78, 2.80], [-3.59, -0.72, 3.46], [-4.02, -2.77, 1.80], [-4.34, -4.14, 2.78], [-2.15, -4.43, 3.35], [-2.13, -2.80, 4.00], [-1.65, -1.85, 1.98], [-0.44, -2.97, 0.32], [-2.04, -3.59, 0.22], [0.14, -5.04, 1.84], [-0.13, -5.33, 0.17], [-2.13, -6.75, -0.27], [-3.09, -5.40, 0.18], [-3.29, -6.93, 1.06], [-2.69, 1.17, 2.04], [-1.66, 0.24, 2.28], [-0.69, 0.64, 3.24], [-1.15, 0.52, 4.69], [-2.05, 1.61, 5.08], [-1.36, 2.87, 5.30], [-2.32, 4.04, 5.53], [-3.42, 3.68, 6.34], [-3.20, 3.82, 7.73], [-2.20, 2.05, 1.59], [-3.23, 1.48, 2.93], [-3.41, 0.95, 1.25], [-0.33, 1.67, 3.10], [0.14, -0.01, 3.00], [-0.24, 0.53, 5.31], [-1.57, -0.47, 4.85], [-2.56, 1.39, 5.92], [-0.77, 3.10, 4.41], [-0.63, 2.85, 6.13], [-2.68, 4.38, 4.56], [-1.81, 4.92, 5.94], [-2.88, 4.85, 7.91], [-2.54, 3.11, 8.24], [-4.20, 3.73, 8.16], [0.77, -0.63, 0.03], [1.13, -1.32, -1.30], [2.27, -0.53, -1.92], [1.52, -2.67, -1.07], [-0.17, -1.01, 0.43], [0.64, 0.44, -0.10], [1.61, -0.76, 0.72], [0.31, -1.38, -2.02], [3.08, -0.31, -1.22], [1.97, 0.50, -2.13], [2.73, -0.94, -2.83], [2.24, -2.68, -0.42]],
  "spin_multiplicity": 1,
  "e_above_lowest_kcal_mol": 40.8,
  "smiles": "COCCNCCOC.COCCNCCOC.COCCNCCOC.COCCNCCOC.COCCNCCOC.COCCNCCOC.CC(C)O",
  "e_tot_ev": -77580.1833
}



# 2
{
  "formula": "C39H99HfN6O18S",
  "method": "ωB97M-V/def2-TZVPD",
  "species": ["Hf", "S", "O", "O", "O", "O", "C", "C", "O", "H", "H", "H", "H", "H", "C", "O", "H", "H", "H", "H", "C", "O", "C", "C", "N", "C", "C", "O", "C", "H", "H", "H", "H", "H", "H", "H", "H", "H", "H", "H", "H", "H", "H", "H", "C", "O", "C", "C", "N", "C", "C", "O", "C", "H", "H", "H", "H", "H", "H", "H", "H", "H", "H", "H", "H", "H", "H", "H", "C", "O", "C", "C", "N", "C", "C", "O", "C", "H", "H", "H", "H", "H", "H", "H", "H", "H", "H", "H", "H", "H", "H", "H", "C", "O", "C", "C", "N", "C", "C", "O", "C", "H", "H", "H", "H", "H", "H", "H", "H", "H", "H", "H", "H", "H", "H", "H", "C", "O", "C", "C", "N", "C", "C", "O", "C", "H", "H", "H", "H", "H", "H", "H", "H", "H", "H", "H", "H", "H", "H", "H", "C", "O", "C", "C", "N", "C", "C", "O", "C", "H", "H", "H", "H", "H", "H", "H", "H", "H", "H", "H", "H", "H", "H", "H"],
  "xyz": [[24.41, 12.39, 1.69], [21.43, 11.87, 1.60], [20.91, 10.65, 1.05], [20.44, 12.85, 1.95], [22.50, 11.71, 2.63], [22.42, 12.44, 0.60], [25.57, 9.41, 4.92], [25.21, 9.38, 3.45], [24.97, 10.65, 2.94], [26.49, 9.99, 5.03], [25.80, 8.41, 5.28], [24.85, 9.85, 5.61], [24.31, 8.75, 3.36], [26.00, 8.88, 2.87], [21.17, 7.68, 2.94], [20.64, 7.13, 1.72], [21.32, 8.75, 2.74], [20.42, 7.61, 3.72], [22.12, 7.16, 3.08], [20.87, 6.18, 1.69], [21.80, 18.67, 2.12], [21.84, 17.25, 2.11], [22.54, 16.75, 1.00], [22.53, 15.22, 1.02], [23.48, 14.61, 1.99], [22.92, 14.70, 3.37], [23.89, 14.23, 4.45], [24.79, 13.27, 3.94], [25.73, 12.88, 4.94], [21.44, 19.09, 3.05], [21.10, 18.99, 1.33], [22.81, 19.05, 1.94], [23.56, 17.16, 0.92], [22.02, 17.05, 0.08], [22.83, 15.00, 0.00], [21.52, 14.85, 1.18], [24.25, 15.29, 1.98], [22.05, 14.05, 3.45], [22.53, 15.70, 3.52], [23.28, 13.91, 5.30], [24.40, 15.13, 4.81], [26.37, 12.11, 4.53], [25.24, 12.43, 5.81], [26.32, 13.73, 5.29], [25.34, 5.15, 3.30], [24.38, 4.48, 2.55], [24.15, 4.99, 1.25], [22.92, 4.30, 0.68], [21.84, 4.30, 1.64], [20.69, 3.51, 1.17], [19.48, 3.77, 2.04], [19.62, 3.00, 3.23], [18.56, 3.19, 4.12], [26.34, 5.10, 2.83], [25.47, 4.66, 4.26], [25.03, 6.19, 3.46], [25.03, 4.82, 0.62], [23.93, 6.06, 1.37], [23.20, 3.29, 0.33], [22.64, 4.78, -0.27], [22.22, 3.92, 2.49], [21.00, 2.46, 1.19], [20.42, 3.86, 0.17], [18.54, 3.46, 1.56], [19.45, 4.83, 2.30], [17.62, 2.81, 3.69], [18.37, 4.25, 4.34], [18.77, 2.64, 5.04], [36.12, 8.58, 6.17], [35.03, 9.41, 5.86], [35.41, 10.55, 5.13], [34.24, 11.51, 5.01], [33.12, 10.80, 4.38], [31.89, 11.57, 4.59], [30.75, 10.78, 3.99], [30.48, 9.67, 4.82], [29.12, 9.34, 4.95], [36.66, 8.20, 5.29], [35.72, 7.70, 6.69], [36.83, 9.07, 6.84], [35.80, 10.26, 4.14], [36.20, 11.03, 5.73], [34.50, 12.37, 4.38], [34.06, 11.88, 6.03], [33.04, 9.91, 4.86], [32.00, 12.52, 4.08], [31.70, 11.72, 5.66], [30.95, 10.47, 2.96], [29.86, 11.43, 3.88], [29.11, 8.49, 5.64], [28.66, 9.02, 4.01], [28.58, 10.16, 5.43], [17.08, 6.54, 6.99], [18.40, 6.99, 7.03], [19.29, 5.99, 7.43], [20.66, 6.57, 7.69], [21.22, 7.12, 6.46], [22.41, 7.96, 6.62], [22.05, 9.33, 7.19], [21.26, 10.16, 6.38], [21.95, 10.60, 5.22], [16.68, 6.44, 8.01], [16.95, 5.55, 6.53], [16.40, 7.18, 6.44], [19.39, 5.17, 6.70], [18.92, 5.50, 8.34], [21.33, 5.84, 8.14], [20.54, 7.39, 8.42], [20.49, 7.70, 6.06], [22.93, 8.01, 5.66], [23.04, 7.41, 7.33], [23.01, 9.83, 7.44], [21.60, 9.32, 8.18], [21.32, 11.29, 4.68], [22.24, 9.73, 4.62], [22.90, 11.09, 5.50], [27.78, 11.65, 1.70], [26.55, 11.45, 1.01], [26.70, 10.72, -0.22], [25.40, 10.92, -0.98], [24.21, 10.86, -0.13], [23.93, 9.47, 0.36], [23.07, 8.64, -0.56], [23.86, 8.27, -1.68], [23.10, 7.70, -2.73], [28.37, 12.41, 1.19], [28.39, 10.75, 1.77], [27.62, 12.06, 2.70], [27.00, 9.71, 0.05], [27.45, 11.14, -0.89], [25.39, 10.28, -1.86], [25.47, 11.91, -1.46], [23.40, 11.02, -0.73], [23.35, 9.57, 1.29], [24.82, 8.90, 0.64], [22.18, 9.21, -0.88], [22.70, 7.77, -0.01], [22.41, 8.39, -3.21], [22.57, 6.78, -2.47], [23.82, 7.34, -3.47], [21.26, 3.48, 12.15], [21.80, 3.57, 10.86], [22.06, 2.30, 10.28], [22.58, 2.36, 8.87], [23.98, 2.77, 8.80], [24.21, 4.17, 9.12], [25.60, 4.62, 8.76], [25.64, 4.81, 7.35], [26.82, 5.45, 6.93], [20.18, 3.29, 12.06], [21.40, 4.39, 12.73], [21.72, 2.67, 12.73], [21.12, 1.74, 10.27], [22.78, 1.79, 10.93], [21.90, 2.97, 8.25], [22.57, 1.35, 8.46], [24.38, 2.55, 7.89], [23.98, 4.36, 10.17], [23.46, 4.81, 8.62], [26.29, 3.81, 9.01], [25.92, 5.51, 9.32], [26.83, 6.47, 7.36], [26.84, 5.62, 5.86], [27.74, 5.00, 7.32]],
  "spin_multiplicity": 1,
  "charge": 1,
  "e_tot_ev": -99974.7779
}



# 3
{
  "formula": "C3Ag10O9",
  "method": "ωB97M-V/def2-TZVPD",
  "species": ["Ag", "Ag", "Ag", "Ag", "Ag", "Ag", "Ag", "Ag", "Ag", "Ag", "C", "O", "O", "O", "C", "O", "O", "O", "C", "O", "O", "O"],
  "xyz": [[2.75, 1.02, -5.68], [0.40, -5.10, -3.85], [3.38, 3.92, -0.12], [0.87, 6.43, -5.22], [-1.89, 5.42, -0.11], [5.94, -1.30, -1.91], [-5.50, 1.15, 2.02], [-4.44, -4.26, 0.54], [2.76, -0.92, 2.22], [-5.62, 1.87, -3.39], [-0.32, 2.90, 4.60], [0.66, 3.44, 4.16], [0.00, 2.09, 5.53], [-1.28, 3.30, 4.10], [0.95, -5.73, 1.10], [1.95, -5.40, 0.40], [-0.19, -5.96, 0.63], [0.99, -5.18, 2.28], [-0.42, 0.52, -1.87], [-0.37, 1.67, -2.41], [-1.22, 0.43, -0.99], [0.55, -0.29, -2.04]],
  "spin_multiplicity": 1,
  "e_above_lowest_kcal_mol": 366.5,
  "charge": 4,
  "e_tot_ev": -61459.7496
}



no.,Kohn-Sham gap (eV)
1,8.56
2,5.40
3,1.90